[1]
Molecular formula: C10H15N2O3Rh
Method: DFT, ωB97M-V/def2-TZVPD

HOMO ... -0.32497 Eh
E_LUMO ... -1.2876 eV
Kohn-Sham gap ... 7.6 eV
Energy relative to the best compared isomer or geometry (same formula, charge and spin) ... 44.1 kJ/mol
Electronic energy ... -22741.435 eV

Last column: Löwdin charge in e.
Atoms and positions in Å:
Rh (-0.244, -0.049, -0.054)  1.122
N (-0.373, 1.989, 0.001)  -0.041
C (-0.600, 2.282, 1.432)  -0.129
C (0.369, 1.420, 2.211)  -0.535
O (1.071, 1.839, 3.109)  0.079
N (0.290, 0.136, 1.776)  -0.098
C (1.257, -0.872, 2.201)  -0.105
C (2.184, -1.140, 1.034)  -0.606
O (3.320, -1.519, 1.149)  0.095
O (1.563, -0.941, -0.130)  -0.197
H (0.517, 2.364, -0.316)  0.127
H (-1.116, 2.378, -0.570)  0.110
H (-1.614, 1.958, 1.665)  0.120
H (-0.479, 3.331, 1.692)  0.129
H (0.743, -1.815, 2.396)  0.128
H (1.817, -0.553, 3.076)  0.128
C (-5.436, -0.672, -1.388)  -0.055
C (-4.845, -0.077, -0.104)  -0.641
C (-5.307, 1.379, 0.055)  -0.060
C (-5.298, -0.897, 1.111)  -0.055
C (-3.373, -0.098, -0.183)  -0.134
C (-2.166, -0.217, -0.264)  -0.145
H (-6.526, -0.660, -1.329)  0.085
H (-5.106, -1.702, -1.525)  0.087
H (-5.128, -0.096, -2.261)  0.085
H (-6.397, 1.420, 0.099)  0.085
H (-4.970, 1.986, -0.787)  0.082
H (-4.909, 1.810, 0.975)  0.080
H (-6.388, -0.904, 1.167)  0.085
H (-4.905, -0.470, 2.034)  0.085
H (-4.946, -1.926, 1.034)  0.087

=====

[2]
Molecular formula: C10H15N3O2
Method: DFT, ωB97M-V/def2-TZVPD

HOMO ... -0.39008 Eh
E_LUMO ... 0.2828 eV
Kohn-Sham gap ... 10.9 eV
Energy relative to the best compared isomer or geometry (same formula, charge and spin) ... 431.4 kJ/mol
SMILES ... COC[C@H](C#N)[C@H](C#N)CCO.CC#N
Electronic energy ... -19175.750 eV

Last column: Löwdin charge in e.
Atoms and positions in Å:
C (0.429, 2.754, -2.303)  -0.083
O (0.046, 1.471, -1.778)  -0.189
C (1.116, 0.959, -1.004)  -0.228
C (0.753, -0.352, -0.226)  -0.185
C (-0.699, -0.691, -0.618)  -0.180
N (-1.771, -0.959, -0.797)  0.185
C (0.752, -0.218, 1.332)  -0.246
C (0.124, 1.091, 1.800)  -0.179
N (-0.283, 2.043, 2.254)  0.172
C (2.132, -0.478, 2.028)  -0.117
C (3.386, 0.000, 1.235)  -0.218
O (4.383, 0.366, 2.228)  -0.087
H (0.362, 2.761, -3.413)  0.096
H (1.472, 3.032, -2.052)  0.085
H (-0.226, 3.533, -1.860)  0.100
H (1.542, 1.730, -0.321)  0.112
H (1.940, 0.698, -1.720)  0.138
H (1.340, -1.223, -0.581)  0.155
H (0.060, -1.004, 1.708)  0.147
H (2.226, -1.539, 2.326)  0.124
H (2.129, 0.104, 2.976)  0.125
H (3.818, -0.862, 0.687)  0.123
H (3.224, 0.901, 0.617)  0.110
H (4.724, 1.226, 1.948)  0.083
C (-5.358, -2.081, -0.723)  -0.072
C (-5.769, -3.496, -0.788)  -0.287
N (-6.086, -4.589, -0.838)  0.115
H (-5.618, -1.577, -1.652)  0.079
H (-5.866, -1.586, 0.104)  0.078
H (-4.281, -2.013, -0.571)  0.045

=====

[3]
Molecular formula: C10H15N3O2
Method: DFT, ωB97M-V/def2-TZVPD

HOMO ... -0.33060 Eh
E_LUMO ... 0.7050 eV
Kohn-Sham gap ... 9.7 eV
Energy relative to the best compared isomer or geometry (same formula, charge and spin) ... 111.2 kJ/mol
SMILES ... Cc1cc(=O)[nH]c(CN2CCOCC2)n1
Electronic energy ... -19179.068 eV

Last column: Löwdin charge in e.
Atoms and positions in Å:
C (3.804, 1.527, 1.920)  -0.035
C (2.877, 0.800, 1.005)  -0.319
C (3.214, 0.441, -0.262)  0.050
C (2.281, -0.257, -1.110)  -0.461
O (2.444, -0.619, -2.255)  0.053
N (1.065, -0.508, -0.458)  0.199
C (0.802, -0.112, 0.804)  -0.311
C (-0.552, -0.470, 1.350)  -0.115
N (-1.538, -0.484, 0.285)  -0.191
C (-1.881, 0.863, -0.151)  -0.158
C (-2.827, 0.770, -1.348)  -0.191
O (-3.996, 0.058, -1.020)  -0.129
C (-3.676, -1.237, -0.574)  -0.196
C (-2.753, -1.197, 0.645)  -0.165
N (1.649, 0.523, 1.539)  0.151
H (4.754, 1.732, 1.436)  0.076
H (3.972, 0.929, 2.814)  0.084
H (3.345, 2.461, 2.236)  0.083
H (4.182, 0.669, -0.679)  0.117
H (0.330, -0.981, -0.975)  0.158
H (-0.797, 0.223, 2.169)  0.134
H (-0.486, -1.478, 1.773)  0.135
H (-0.970, 1.391, -0.441)  0.126
H (-2.373, 1.429, 0.659)  0.134
H (-3.149, 1.764, -1.662)  0.128
H (-2.308, 0.274, -2.182)  0.129
H (-4.623, -1.719, -0.324)  0.127
H (-3.182, -1.799, -1.381)  0.128
H (-2.494, -2.216, 0.940)  0.126
H (-3.278, -0.705, 1.481)  0.132

=====

[4]
Molecular formula: C10H15N3O2
Method: DFT, ωB97M-V/def2-TZVPD

HOMO ... -0.61607 Eh
Total charge ... +2
E_LUMO ... -9.4802 eV
Kohn-Sham gap ... 7.3 eV
Energy relative to the best compared isomer or geometry (same formula, charge and spin) ... 647.7 kJ/mol
SMILES ... C/C=C/[n+]1c([C@]2(C)O[N+]2=O)c[nH]c1CC
Electronic energy ... -19154.236 eV

Last column: Löwdin charge in e.
Atoms and positions in Å:
C (0.608, -3.475, -0.692)  -0.083
C (0.121, -2.137, -0.551)  -0.125
C (0.798, -1.140, 0.041)  -0.029
N (0.234, 0.139, -0.079)  0.064
C (-1.144, 0.534, 0.016)  -0.036
C (-2.347, -0.283, 0.232)  -0.160
C (-2.467, -1.148, 1.487)  0.095
O (-3.040, -0.878, -1.033)  0.284
N (-3.516, 0.129, -0.453)  -0.158
O (-4.420, 0.840, -0.443)  0.377
C (-1.092, 1.929, -0.141)  0.056
N (0.182, 2.315, -0.222)  0.169
C (1.014, 1.203, -0.200)  -0.157
C (2.495, 1.398, -0.246)  -0.145
C (2.968, 2.759, 0.225)  -0.103
H (0.618, -3.698, -1.785)  0.119
H (0.021, -4.206, -0.201)  0.081
H (1.726, -3.659, -0.338)  0.147
H (-0.891, -2.123, -1.085)  0.150
H (1.798, -1.360, 0.253)  0.120
H (-2.893, -0.636, 2.291)  0.104
H (-1.571, -1.670, 1.616)  0.083
H (-3.340, -1.799, 1.368)  0.129
H (-1.882, 2.554, -0.057)  0.122
H (0.568, 3.331, -0.314)  0.238
H (2.807, 0.503, 0.559)  0.183
H (3.118, 1.268, -1.172)  0.156
H (3.958, 2.665, 0.808)  0.130
H (2.349, 3.420, 0.873)  0.091
H (3.220, 3.224, -0.757)  0.099

=====

- Number 2 is which compound?
  C10H15N3O2